A single C10H12BrNO2S molecule. Source: the Open Molecules 2025 dataset; level of theory: ωB97M-V/def2-TZVPD.

Summary:
lowest unoccupied orbital energy	0.6118	eV
E_HOMO	-8.79	eV
relative energy (zero: lowest compared OMol25 entry of this formula, charge and spin)	0.000	eV
structure (SMILES)	N[C@H](CSCc1cccc(Br)c1)C(=O)O
DFT total energy	-3565.7229	Eh
HOMO-LUMO gap	9.401	eV
net charge	0

Positions of all 27 atoms, in Å:
1 N -0.402 -1.420 -0.967
2 C -1.768 -1.002 -0.784
3 C -1.967 0.324 -0.015
4 S -1.349 0.238 1.705
5 C -0.052 1.543 1.678
6 C 1.057 1.186 0.748
7 C 1.248 1.878 -0.443
8 C 2.251 1.503 -1.322
9 C 3.076 0.432 -1.027
10 C 2.882 -0.253 0.162
11 Br 4.016 -1.725 0.587
12 C 1.885 0.108 1.047
13 C -2.521 -2.087 -0.029
14 O -2.014 -2.919 0.667
15 O -3.841 -1.981 -0.204
16 H -0.065 -1.873 -0.124
17 H 0.202 -0.638 -1.191
18 H -2.240 -0.877 -1.768
19 H -1.428 1.125 -0.519
20 H -3.029 0.568 0.029
21 H -0.527 2.486 1.411
22 H 0.290 1.586 2.712
23 H 0.617 2.723 -0.680
24 H 2.391 2.047 -2.243
25 H 3.858 0.133 -1.707
26 H 1.735 -0.444 1.962
27 H -4.304 -2.660 0.313

A molecular structure, C20H14N4RuS6 in a non-equilibrium geometry. Source: the Open Molecules 2025 dataset; level of theory: ωB97M-V/def2-TZVPD.

Summary:
lowest unoccupied orbital energy (spin up / spin down)	-2.7294 / -2.7484	eV
E_HOMO (spin up / spin down)	-7.93 / -7.89	eV
relative energy (zero: lowest compared OMol25 entry of this formula, charge and spin)	0.000	eV
DFT total energy	-3473.5732	Eh
HOMO-LUMO gap (spin up / spin down)	5.197 / 5.138	eV
net charge	0

Positions of all 45 atoms, in Å:
1 Ru -0.044 -0.221 0.175
2 S -6.588 1.266 -2.452
3 C -5.160 0.932 -1.745
4 S -3.975 2.157 -1.369
5 C -2.778 1.103 -0.650
6 C -3.099 -0.252 -0.625
7 S -2.121 -1.465 0.018
8 S -4.665 -0.674 -1.284
9 S -1.367 1.776 0.007
10 C -2.165 0.195 5.560
11 C -2.710 0.236 4.285
12 C -1.907 0.066 3.172
13 C -0.529 -0.115 3.316
14 C 0.013 -0.176 4.611
15 C -0.801 -0.025 5.714
16 N 0.286 -0.181 2.186
17 N 1.547 -0.274 2.405
18 C 2.349 0.236 1.434
19 C 3.742 0.226 1.605
20 C 4.543 0.712 0.598
21 C 3.976 1.222 -0.571
22 C 2.596 1.224 -0.750
23 C 1.760 0.726 0.234
24 H -2.796 0.338 6.427
25 H -3.772 0.401 4.158
26 H -2.338 0.087 2.183
27 H 1.075 -0.343 4.714
28 H -0.372 -0.075 6.706
29 H 4.153 -0.169 2.527
30 H 5.619 0.693 0.710
31 H 4.617 1.587 -1.364
32 H 2.184 1.607 -1.678
33 C 1.276 -1.838 -5.602
34 C 0.877 -1.254 -4.284
35 C 0.179 -0.046 -4.196
36 C -0.198 0.388 -2.943
37 N 0.106 -0.317 -1.858
38 C 0.817 -1.458 -2.021
39 S 1.138 -2.211 -0.507
40 N 1.202 -1.942 -3.192
41 H 0.743 -1.351 -6.416
42 H 1.063 -2.905 -5.601
43 H 2.349 -1.717 -5.761
44 H -0.067 0.525 -5.079
45 H -0.757 1.304 -2.796